(1)
ORCA calculation (wB97M-V/def2-TZVPD) on 2 unconnected molecules or ions with the total composition C5H8O2.

Geometry as XYZ:
```
15
Properties=species:S:1:pos:R:3:forces:R:3
O 0.3698 2.7192 1.4121 0.0 -0.3 0.2
C -0.4847 1.8318 1.8666 0.0 0.4 -0.2
C -0.2498 0.2350 -0.8273 -0.1 0.2 0.0
C 0.1743 -1.0933 -1.4748 -0.1 -0.1 -0.5
C -0.3297 -1.8569 -0.2377 -0.1 -0.2 0.1
C 0.4934 -0.6363 0.2058 0.1 0.1 0.5
O 1.4898 -0.9603 -0.8292 0.2 0.0 0.0
H 1.2348 2.5318 1.8129 -0.1 0.1 -0.1
H -1.4259 2.1242 1.3368 0.1 -0.1 0.1
H -1.3195 0.4200 -0.6840 0.2 -0.1 0.0
H 0.2955 1.1158 -1.1725 -0.1 -0.1 0.0
H 0.1578 -1.3845 -2.5267 0.0 0.0 0.2
H -1.4033 -1.8517 -0.0249 0.2 0.0 -0.1
H 0.1464 -2.8234 -0.0596 -0.1 0.1 0.0
H 0.8511 -0.3713 1.2022 -0.1 -0.1 -0.2
```
Positions in Å, forces in eV/Å.

## Properties
Energy relative to the best compared isomer or geometry (same formula, charge and spin)   145.37 kcal per mole
HOMO-LUMO gap   9.63 eV
Net charge   0
E_tot   -345.57330 hartree

Löwdin atomic charge list, values in e, 8 entries: -0.06, -0.01, -0.08, -0.26, -0.05, -0.28, -0.08, 0.10


(2)
ORCA calculation (wB97M-V/def2-TZVPD) on C5H8O2 in the gas phase.

Geometry as XYZ:
```
15
Properties=species:S:1:pos:R:3:forces:R:3
C -1.9957 0.4326 1.1343 0.0 0.1 -0.1
C -0.7671 0.2309 0.6710 -0.3 0.0 0.2
O 0.1583 1.2105 0.8751 -0.1 0.1 0.1
C 1.2867 1.0133 0.0321 0.3 0.0 -0.1
C 0.9073 -0.1416 -0.9030 0.0 0.0 -0.1
C -0.1084 -0.9145 -0.0657 -0.2 0.2 -0.2
O 0.6197 -1.7416 0.8326 -0.1 -0.1 0.2
H -2.1585 1.3790 1.6366 -0.2 -0.1 0.0
H -2.8402 -0.2272 1.0093 0.2 -0.2 0.0
H 2.1441 0.7803 0.6704 0.0 0.0 -0.2
H 1.4594 1.9580 -0.4927 0.1 -0.2 0.0
H 1.7645 -0.7561 -1.1874 -0.2 0.0 0.0
H 0.4072 0.2385 -1.8007 0.1 -0.1 0.1
H -0.8115 -1.5113 -0.6637 0.1 0.2 0.1
H 0.0587 -1.9107 1.6010 0.1 0.0 -0.1
```
Positions in Å, forces in eV/Å.

## Properties
Energy relative to the best compared isomer or geometry (same formula, charge and spin)   26.83 kcal per mole
SMILES   C=C1OCC[C@H]1O
HOMO-LUMO gap   9.71 eV
Net charge   0
E_tot   -345.76220 hartree

Löwdin atomic charge list, values in e, 8 entries: 0.08, -0.34, -0.04, -0.16, -0.10, -0.32, -0.01, 0.07


(3)
ORCA calculation (wB97M-V/def2-TZVPD) on 2 unconnected molecules or ions with the total composition C5H8O2S.

Geometry as XYZ:
```
16
Properties=species:S:1:pos:R:3:forces:R:3
C -0.5778 -0.7328 -0.1116 2.4 -0.2 -0.2
C -0.6415 0.6636 0.0033 -0.4 1.0 0.1
C 0.5516 -1.4240 -0.4420 -0.6 -1.5 -0.5
C 0.3609 1.3375 0.8402 0.0 -1.1 -1.4
C 0.6955 -2.9473 -0.8393 -2.2 2.0 1.4
O -2.1642 3.3867 1.3111 0.8 -0.4 -1.9
O -0.3967 3.9727 -0.2656 1.2 0.4 -0.3
S -1.6241 3.2940 -0.0555 -2.4 0.0 1.8
H -1.4964 -1.1811 0.0589 -1.7 -1.3 0.0
H 1.4345 -0.8835 -0.7097 0.5 0.6 0.3
H -0.1827 1.9432 1.5634 0.6 0.9 -0.3
H 1.0140 1.7590 0.0145 -0.6 0.6 1.2
H 0.9286 0.6190 1.3654 1.0 -0.8 0.8
H -0.3179 -3.2706 -1.1674 0.9 -0.2 0.0
H 0.9886 -3.5360 0.0373 0.1 0.1 -0.2
H 1.4277 -3.0003 -1.6029 0.5 -0.4 -0.8
```
Positions in Å, forces in eV/Å.

## Properties
Energy relative to the best compared isomer or geometry (same formula, charge and spin)   115.14 kcal per mole
HOMO-LUMO gap   7.55 eV
Net charge   0
E_tot   -743.80391 hartree

Löwdin atomic charge list, values in e, 8 entries: -0.17, -0.05, -0.09, -0.17, -0.07, -0.46, -0.44, 0.82


(4)
ORCA calculation (wB97M-V/def2-TZVPD) on 2 unconnected molecules or ions with the total composition C5H8O2S.

Geometry as XYZ:
```
16
Properties=species:S:1:pos:R:3:forces:R:3
C 1.2200 -0.0222 -0.1068 -4.4 3.0 -0.2
C -0.8856 -0.0124 0.6050 4.8 -0.1 -1.0
C -1.6640 0.7631 -0.2861 -1.0 0.0 -0.2
C -3.0438 0.2636 -0.7349 1.9 0.1 2.0
C 3.4039 -0.8777 0.4823 -0.3 1.4 -2.0
O 1.4586 0.9157 -0.8487 0.5 -2.4 1.4
O 1.8732 -0.9018 0.5544 2.0 -1.5 -0.3
S -1.3842 1.4413 1.4121 -0.4 0.4 0.4
H -1.1120 -0.9443 1.0069 -0.5 -1.5 0.4
H -1.0535 1.3830 -0.8940 0.1 0.3 -1.1
H -3.1591 -0.7204 -0.2809 -0.5 0.1 -0.1
H -3.0936 0.1985 -1.7712 -0.2 -0.1 -1.9
H -3.7240 0.9747 -0.3488 -1.2 0.4 0.2
H 3.5013 0.1955 0.7929 1.1 -1.4 0.5
H 3.8326 -0.8911 -0.6061 -1.3 -0.2 1.8
H 3.8301 -1.7655 1.0239 -0.8 1.4 -0.1
```
Positions in Å, forces in eV/Å.

## Properties
Energy relative to the best compared isomer or geometry (same formula, charge and spin)   87.64 kcal per mole
HOMO-LUMO gap   8.56 eV
Net charge   0
E_tot   -743.84773 hartree

Löwdin atomic charge list, values in e, 8 entries: -0.37, -0.48, -0.59, -0.06, 0.02, 0.06, -0.05, 0.84